1.
# C36H31NP3PtSe2

A structure of composition C36H31NP3PtSe2 (ωB97M-V/def2-TZVPD, OMol25).

Each line ends with the Mulliken charge.
Positions of all 74 atoms, in Å:
Pt (0.16518, 0.03605, 0.67918)  1.785
N (-2.53334, -0.33280, 1.92917)  0.235
P (-1.84048, 1.11819, 1.32146)  -0.529
C (-1.55664, 2.34093, 2.57269)  0.903
C (-2.64095, 3.10642, 3.02156)  -0.383
C (-2.44154, 4.04991, 4.01341)  -0.761
C (-1.16620, 4.25262, 4.53054)  -0.505
C (-0.08455, 3.51119, 4.06995)  -0.865
C (-0.27548, 2.55035, 3.09194)  -0.350
C (-2.86575, 1.76809, 0.03484)  0.997
C (-2.53084, 3.03084, -0.47016)  -0.675
C (-3.28028, 3.57058, -1.49916)  -0.760
C (-4.36198, 2.86322, -2.01438)  -0.516
C (-4.69874, 1.61481, -1.50687)  -0.879
C (-3.94945, 1.05600, -0.48419)  -0.484
P (-1.32826, -1.38970, 1.56108)  0.083
C (-1.78064, -2.89817, 0.81158)  1.249
C (-1.38236, -4.12311, 1.36712)  -0.445
C (-1.81388, -5.29580, 0.77563)  -0.839
C (-2.61855, -5.24804, -0.35735)  -0.523
C (-3.00434, -4.03045, -0.91424)  -0.754
C (-2.59158, -2.84921, -0.33393)  -0.512
C (-0.07973, -1.50382, 2.82135)  0.573
C (-0.28115, -0.86672, 4.06465)  -0.618
C (0.67964, -0.97647, 5.04683)  -0.789
C (1.84617, -1.69972, 4.80262)  -0.523
C (2.06148, -2.32455, 3.57529)  -0.909
C (1.10690, -2.23566, 2.58487)  -0.512
H (-3.36938, -0.49452, 2.48177)  0.257
H (-3.62829, 2.97230, 2.59467)  0.461
H (-3.27371, 4.63817, 4.37477)  0.459
H (-1.01206, 5.00744, 5.29028)  0.441
H (0.90503, 3.69256, 4.46658)  0.472
H (0.57031, 1.97576, 2.72966)  0.281
H (-1.70621, 3.59381, -0.04788)  0.512
H (-3.03543, 4.54875, -1.88945)  0.474
H (-4.95440, 3.29583, -2.80942)  0.456
H (-5.55349, 1.08141, -1.89958)  0.467
H (-4.22851, 0.08976, -0.08424)  0.477
H (-0.78351, -4.16140, 2.26679)  0.489
H (-1.53564, -6.24851, 1.20448)  0.458
H (-2.95800, -6.17092, -0.80885)  0.444
H (-3.62981, -4.01172, -1.79586)  0.474
H (-2.88390, -1.89865, -0.76408)  0.333
H (-1.19004, -0.31235, 4.25819)  0.531
H (0.52192, -0.51065, 6.00984)  0.505
H (2.59448, -1.78118, 5.58038)  0.468
H (2.96946, -2.88588, 3.40316)  0.507
H (1.26609, -2.72476, 1.63169)  0.865
Se (2.48965, -0.42267, 0.17944)  -0.342
P (2.15491, 0.04441, -1.99807)  0.754
Se (-0.01933, 0.52999, -1.67486)  -0.102
C (3.05282, 1.45303, -2.58422)  0.806
C (2.58607, 2.75557, -2.38524)  -0.387
C (3.36349, 3.82132, -2.79853)  -0.720
C (4.59971, 3.59217, -3.39300)  -0.467
C (5.06802, 2.29797, -3.57982)  -0.774
C (4.29858, 1.21892, -3.18171)  -0.415
C (2.44922, -1.37148, -3.02328)  0.886
C (2.39062, -1.17076, -4.40924)  -0.395
C (2.62456, -2.23776, -5.25679)  -0.762
C (2.92950, -3.48800, -4.72965)  -0.496
C (2.98722, -3.68357, -3.35574)  -0.689
C (2.73942, -2.62878, -2.49285)  -0.416
H (1.62302, 2.93236, -1.92393)  0.323
H (3.00720, 4.83300, -2.66388)  0.434
H (5.20236, 4.43103, -3.71444)  0.427
H (6.03141, 2.12927, -4.04046)  0.433
H (4.66173, 0.21155, -3.33605)  0.447
H (2.17860, -0.19132, -4.82042)  0.444
H (2.58350, -2.09373, -6.32751)  0.436
H (3.13181, -4.31479, -5.39728)  0.432
H (3.23865, -4.65678, -2.95755)  0.441
H (2.78971, -2.78114, -1.42332)  0.180

Computed properties:
HOMO level	-16.562	eV
charge	+3
energy	-7390.61344	hartree
frontier orbital gap	6.01	eV
energy relative to the best compared isomer or geometry (same formula, charge and spin)	0.00	kJ/mol


2.
# C5H10N

The ion C5H10N with charge +1 (ωB97M-V/def2-TZVPD, OMol25).

Each line ends with the Mulliken charge.
Positions of all 16 atoms, in Å:
C (1.81263, 1.91370, 0.09210)  -0.572
C (1.79831, 0.68083, 0.36353)  -0.273
C (-0.55099, -0.29073, -1.20944)  -0.475
C (0.28274, -0.00103, -0.14060)  0.367
C (-0.34233, -0.37829, 1.26579)  -1.669
N (-1.61000, -1.24776, -1.07931)  -0.256
H (2.70120, 2.50864, 0.40437)  0.248
H (1.04193, 2.35374, -0.46273)  0.288
H (2.41691, 0.01013, 0.94156)  0.386
H (-0.44411, 0.00289, -2.20279)  0.506
H (0.04286, 0.35588, 1.98599)  0.409
H (-0.21460, -1.40478, 1.60232)  0.423
H (-1.34528, -0.01178, 1.39997)  0.539
H (-1.41561, -2.16886, -1.55992)  0.389
H (-2.55970, -0.89659, -1.32495)  0.375
H (-1.61397, -1.42598, -0.07588)  0.316

Computed properties:
HOMO level	-14.171	eV
SMILES string	C=C/C(C)=C/[NH3+]
charge	+1
energy	-250.88955	hartree
frontier orbital gap	10.45	eV
energy relative to the best compared isomer or geometry (same formula, charge and spin)	303.89	kJ/mol


3.
# C18H28BiNO5P2

A structure of composition C18H28BiNO5P2 (ωB97M-V/def2-TZVPD, OMol25).

Each line ends with the Mulliken charge.
Positions of all 55 atoms, in Å:
Bi (-0.12391, 0.70067, -0.74074)  1.331
P (0.10166, -2.09585, -1.39929)  0.627
C (-1.07094, -3.18515, -0.49084)  -1.225
C (-1.82095, -2.50190, 0.61504)  0.223
N (-1.49296, -1.24329, 0.94735)  0.366
C (-1.89786, -0.76059, 2.13173)  0.334
C (-2.71521, -1.52449, 2.97856)  -0.724
C (-3.15526, -2.79163, 2.58774)  -0.674
C (-2.72021, -3.27409, 1.35720)  -0.650
C (-1.42678, 0.61306, 2.60812)  -1.041
P (-1.19327, 1.91169, 1.33818)  0.701
H (-3.05812, -4.21841, 0.93190)  0.488
H (-2.96267, -1.10194, 3.95297)  0.468
H (-3.84729, -3.35492, 3.21405)  0.448
H (-2.19871, 0.97696, 3.30253)  0.568
H (-0.47466, 0.50578, 3.16159)  0.444
H (-1.74948, -3.68704, -1.17494)  0.629
H (-0.45743, -4.02809, -0.08129)  0.482
H (-4.43768, -0.48214, -3.23477)  0.281
O (-5.02511, -0.97239, -3.81079)  -0.609
H (-5.67146, -1.29354, -3.13877)  0.330
H (0.42407, 0.63103, -2.49244)  0.074
O (-1.73994, 1.70039, -1.71894)  -0.698
H (-1.75860, 2.42753, -2.35769)  0.214
C (-2.81117, 2.72223, 1.20602)  -1.136
H (-3.24053, 2.90518, 2.20191)  0.477
H (-2.69102, 3.67433, 0.67638)  0.388
H (-3.47929, 2.09820, 0.60249)  0.338
C (-0.05354, 3.10477, 2.10835)  -1.129
H (0.22502, 3.85797, 1.35754)  0.410
H (-0.52679, 3.60111, 2.97241)  0.434
H (0.87755, 2.59965, 2.40561)  0.355
C (1.60391, -2.89475, -0.77144)  -1.429
H (1.69445, -3.92555, -1.14026)  0.481
H (2.46857, -2.28874, -1.05080)  0.407
H (1.57226, -2.92807, 0.32347)  0.423
C (-0.01625, -2.52959, -3.16768)  -1.192
H (0.81638, -2.00821, -3.67102)  0.423
H (0.03875, -3.61977, -3.33310)  0.420
H (-0.96924, -2.12388, -3.55460)  0.414
O (4.59897, -0.93424, 1.96899)  -0.673
C (5.10800, 0.08364, 1.27706)  0.505
C (6.50126, 0.29737, 1.32355)  -0.674
C (7.06050, 1.32951, 0.58558)  -0.281
C (6.24648, 2.15238, -0.20799)  -0.773
C (4.86691, 1.93812, -0.24640)  -0.317
C (4.26816, 0.92443, 0.49237)  -0.074
C (2.79552, 0.68778, 0.47980)  1.408
O (2.05235, 1.50927, -0.17129)  -0.926
O (2.34459, -0.32411, 1.09865)  -0.750
H (3.59011, -0.88512, 1.77479)  0.410
H (7.10322, -0.36679, 1.94066)  0.465
H (8.13681, 1.49605, 0.62029)  0.407
H (6.68342, 2.95847, -0.80050)  0.409
H (4.19067, 2.54647, -0.84246)  0.396

Computed properties:
HOMO level (alpha / beta)	-12.704 / -12.814	eV
charge	+2
energy	-2030.29794	hartree
frontier orbital gap (alpha / beta)	2.62 / 2.83	eV